(1)
Entry from OMol25: C8H28BO8Sr as an isolated structure at a distorted geometry (ωB97M-V/def2-TZVPD).

Each line ends with the natural charge from an NBO analysis.
Element x y z (Å)
Sr1 8.04400 7.24346 8.25798  1.803
B1 7.83368 4.85043 7.50264  -0.854
H1 8.64362 5.43862 7.09980  -0.082
H2 7.62962 4.01814 6.84696  0.040
H3 8.08091 4.37874 8.44105  0.012
H4 6.93952 5.45156 7.56050  -0.055
C1 5.55294 6.07764 10.09136  -0.112
C2 6.44804 6.65526 11.13952  -0.096
O1 7.74952 6.61360 10.81992  -0.745
O2 5.54990 6.84510 8.88664  -0.760
H5 4.49174 6.04928 10.33868  0.192
H6 5.87892 5.04824 9.94240  0.214
H7 6.34204 6.13912 12.09370  0.186
H8 6.19646 7.68518 11.39266  0.156
H9 8.06788 6.21308 11.63222  0.506
H10 4.61819 6.97550 8.69560  0.499
C3 8.90962 8.79772 5.36186  -0.096
C4 7.92462 7.69094 4.97542  -0.103
O3 6.82632 7.77696 5.87146  -0.778
O4 9.56362 8.48786 6.59482  -0.760
H11 8.35029 9.70583 5.58682  0.166
H12 9.60802 8.91990 4.53396  0.194
H13 8.45736 6.74000 4.97438  0.226
H14 7.41858 7.89226 4.03123  0.203
H15 6.00250 8.14585 5.54460  0.502
H16 9.95006 9.33956 6.81134  0.487
C5 6.21914 10.28124 9.26608  -0.091
C6 4.77987 10.78762 8.90974  -0.104
O5 4.82629 11.72262 7.82500  -0.761
O6 6.83842 9.53039 8.21928  -0.761
H17 6.20936 9.63768 10.14575  0.193
H18 6.79416 11.17682 9.50138  0.182
H19 4.24130 11.37314 9.65486  0.197
H20 4.04786 10.09785 8.48966  0.176
H21 3.96478 12.05440 7.56170  0.488
H22 6.59980 10.00586 7.42016  0.496
C7 10.76240 8.57704 9.64814  -0.096
C8 10.87870 7.11658 9.90410  -0.111
O7 10.46329 6.44594 8.69160  -0.740
O8 9.40084 8.97700 9.52520  -0.776
H23 11.26840 8.84854 8.72167  0.172
H24 11.10666 9.13400 10.51958  0.192
H25 10.16269 6.81556 10.66884  0.198
H26 11.89436 6.89418 10.23134  0.207
H27 11.23122 6.46672 8.11588  0.494
H28 9.37970 9.90570 9.76738  0.497

The orbital gap comes out at 8.852 eV. Its total charge is +1. The calculation puts the LUMO energy at -0.09764 Ha.

---

(2)
Entry from OMol25: C8H28FeN14O10 as an isolated structure at a distorted geometry (ωB97M-V/def2-TZVPD).

Each line ends with the Löwdin spin population.
Element x y z (Å)
Fe1 -0.42310 2.39011 2.14728  3.732
C1 0.48507 0.99051 0.25760  0.009
O1 1.12099 1.22102 1.39235  0.086
O2 -0.70541 1.48555 0.28195  0.073
O3 0.95864 0.35095 -0.68675  0.011
C2 1.81756 -2.93827 0.92645  0.000
O4 1.84560 -4.09947 1.29716  0.000
N1 1.84177 -1.91197 1.83167  0.000
N2 1.70343 -2.54172 -0.37101  0.000
H1 1.87597 -0.94971 1.54116  0.000
H2 1.98094 -2.14874 2.79552  0.000
H3 1.51100 -3.25731 -1.04690  0.000
H4 1.69618 -1.56422 -0.62110  0.000
C3 -4.67376 0.58167 -0.29342  0.000
O5 -4.86996 1.76741 -0.47862  0.000
N3 -5.58370 -0.37586 -0.68365  0.000
N4 -3.53608 0.08006 0.29640  0.000
H5 -6.43567 -0.00382 -1.05884  0.000
H6 -5.46372 -1.32915 -0.40202  0.000
H7 -2.79232 0.73801 0.43359  0.000
H8 -3.39816 -0.91242 0.29563  0.000
C4 3.49710 -0.04103 -3.24543  0.000
O6 4.44665 -0.29482 -3.96428  0.000
N5 3.62635 0.67648 -2.07482  0.000
N6 2.21297 -0.40976 -3.54951  0.000
H9 4.58185 0.86609 -1.83325  0.000
H10 2.89943 0.55848 -1.38862  0.000
H11 2.15312 -0.99537 -4.36355  0.000
H12 1.47155 -0.39772 -2.87228  0.000
C5 -0.93130 2.73773 -3.30210  0.000
O7 -1.34617 3.11395 -4.38737  0.000
N7 -1.74716 2.40457 -2.26551  0.001
N8 0.42792 2.58653 -3.07867  0.000
H13 -2.71482 2.35638 -2.53586  0.000
H14 -1.38039 2.00331 -1.41372  0.000
H15 0.71865 2.01110 -2.30320  0.000
H16 0.98698 2.52681 -3.91147  0.000
C6 4.22488 1.00815 3.31130  0.000
O8 5.31845 1.24867 3.78053  0.000
N9 3.12864 0.75245 4.11654  0.000
N10 3.93154 0.95267 1.98544  0.001
H17 3.26276 0.65775 5.10400  0.000
H18 2.26733 0.47239 3.68425  0.000
H19 2.98100 1.01396 1.63317  0.000
H20 4.68327 1.08510 1.33388  0.000
C7 -1.49527 0.03053 3.74004  0.012
O9 -0.85843 1.09567 3.55860  0.064
N11 -1.05010 -1.12569 3.22320  0.005
N12 -2.60831 -0.02822 4.48204  0.005
H21 -0.33065 -1.12522 2.51174  0.000
H22 -1.29409 -2.03163 3.58473  0.000
H23 -2.95133 0.82686 4.88645  0.000
H24 -3.12711 -0.86957 4.65507  0.000
C8 -2.04822 -1.80405 -2.24977  0.000
O10 -2.76575 -2.74877 -2.53751  0.000
N13 -1.93849 -0.68216 -3.03602  0.000
N14 -1.34654 -1.75920 -1.07291  0.000
H25 -2.21509 -0.76608 -3.99590  0.000
H26 -1.37817 0.08467 -2.70585  0.000
H27 -0.69954 -1.01599 -0.87061  0.000
H28 -1.54876 -2.54766 -0.48720  0.000

The orbital gap (spin up / spin down) comes out at 6.795 / 6.578 eV. Its spin multiplicity is 5. As for the energy above the lowest of the compared OMol25 structures with the same formula, charge and spin: 0.00 kJ/mol. The calculation puts the LUMO energy (spin up / spin down) at -0.10131 / -0.10928 Ha.